Entry 1:
# C51H50AlBrF8O2P

A molecular structure, C51H50AlBrF8O2P at a distorted geometry (ωB97M-V with the def2-TZVPD basis set, OMol25).

```
114
Properties=species:S:1:pos:R:3:forces:R:3
H 1.676 -5.150 4.443 0.0 0.0 0.0
C 3.767 -1.050 -7.750 -0.1 0.0 0.0
C 5.537 3.902 -3.067 0.0 -0.1 0.0
C 1.975 -0.547 0.860 0.2 0.1 0.1
C 4.970 -0.358 -7.738 -0.1 -0.1 0.1
C 1.166 -5.485 -2.039 0.0 0.0 0.0
H 0.673 -5.481 -3.003 0.0 0.0 0.0
H -3.580 1.121 0.087 -0.2 -0.2 -0.2
C 1.380 -5.259 6.566 -0.1 0.1 -0.1
H 6.433 0.640 -6.506 0.0 0.0 0.0
H -5.797 1.644 -0.312 -0.2 -0.4 -0.1
H 3.092 -1.062 -4.416 0.4 0.2 -0.4
H -12.844 2.380 3.006 0.0 0.0 0.0
C 10.667 -0.777 0.142 -0.2 -0.1 -0.1
H -4.084 -0.533 -0.274 -0.2 0.0 0.1
C 2.339 -4.313 -0.297 0.2 0.2 0.1
C 3.095 -1.298 -6.559 0.2 0.1 -0.1
C 6.365 6.105 -3.572 0.1 0.2 0.0
H -7.159 3.274 2.485 0.0 0.0 -0.1
C 5.668 4.637 -5.355 0.0 0.0 -0.2
H 4.493 -0.175 -2.044 0.0 0.0 -0.1
H 5.287 3.138 -2.343 0.0 0.0 0.0
C 6.040 5.125 -2.643 0.0 -0.1 -0.2
C 2.418 -5.495 0.415 -0.2 0.0 -0.4
H -5.825 7.888 1.317 0.0 0.0 0.0
C -12.547 2.286 0.871 0.2 0.1 -0.1
C 10.254 -1.816 -0.682 0.0 0.0 0.0
C 7.960 -1.161 -0.366 -0.2 0.0 0.0
H -5.150 -1.295 4.106 0.2 -0.1 0.1
H -5.855 -3.150 0.426 0.1 0.3 -0.4
C 3.274 -0.129 1.122 0.0 0.0 0.0
C -6.859 4.285 2.242 -0.1 -0.3 0.0
C 4.820 -0.170 -5.362 -0.3 -0.2 -0.4
C -0.202 -3.713 7.466 0.2 -0.2 -0.4
C -12.214 2.651 2.168 -0.1 0.0 0.2
H 5.496 -0.167 -8.664 0.0 0.0 0.0
H 4.966 2.704 -4.752 0.0 0.0 0.0
H -13.454 1.726 0.685 0.0 0.0 0.0
C 1.250 -6.663 -1.308 0.1 0.2 0.0
H 6.765 7.062 -3.262 0.0 0.0 0.0
O -3.855 0.021 1.765 0.2 -1.9 -0.6
C 8.390 -0.129 0.448 0.3 -0.3 -0.2
C -6.970 4.740 0.939 0.4 0.3 0.4
H -3.855 -3.017 -0.694 -0.8 0.2 -0.1
H 8.579 -2.812 -1.582 0.0 0.0 0.0
H 2.087 -6.067 6.703 0.0 0.0 0.0
H 10.033 0.897 1.346 0.0 0.0 0.0
H 0.877 -5.119 8.660 0.0 0.0 0.0
C 1.713 -4.312 -1.535 0.0 -0.2 0.0
Al -3.541 -1.737 2.137 -0.5 1.6 1.9
F 5.349 0.267 -4.201 0.0 0.0 0.1
H 10.985 -2.478 -1.126 0.0 0.0 0.0
H 5.194 0.341 0.283 0.0 0.0 0.0
C -0.449 -3.193 6.209 -0.1 0.2 0.1
H -6.455 0.073 0.329 0.1 0.1 -0.1
F 2.103 -0.956 -2.738 0.0 0.0 0.3
H 0.573 -1.139 -0.663 0.0 0.0 0.0
C 3.798 -0.270 -1.224 0.1 0.0 -0.3
C -6.111 6.878 1.576 0.0 -0.1 0.1
H 6.179 5.318 -1.588 0.0 0.0 0.0
C 3.621 -0.861 -5.349 -0.2 -0.1 0.3
H 0.819 -7.575 -1.697 0.0 0.0 0.0
H 1.966 -7.580 0.509 0.0 0.0 0.0
Br -1.179 -2.063 2.516 -0.5 0.3 -0.7
H -9.903 3.628 -0.769 0.0 0.0 0.0
H -9.325 4.302 1.550 -0.1 0.0 0.1
H -5.817 1.329 1.411 0.0 -0.2 -0.1
F -7.449 3.915 -0.009 0.0 0.0 -0.1
F 6.481 6.798 -5.819 0.0 0.0 0.0
C 1.884 -6.672 -0.073 0.0 -0.2 0.1
C -6.599 6.027 0.594 -0.1 0.0 -0.2
C 8.901 -2.005 -0.938 0.1 0.1 0.1
H -6.692 6.353 -0.434 0.0 0.0 0.0
H -11.976 2.346 -1.196 0.0 0.0 0.0
H 1.265 -0.663 1.667 -0.1 0.0 -0.1
C -6.361 5.137 3.217 0.0 0.2 -0.2
O -4.056 -4.690 1.007 -0.6 1.1 -0.2
H 2.156 -1.835 -6.570 0.0 0.0 0.0
H -5.605 7.097 3.649 0.0 0.0 0.0
H -1.170 -2.394 6.087 0.0 0.0 0.0
H -6.263 4.787 4.236 0.0 0.0 0.0
C 6.171 5.847 -4.915 -0.1 -0.3 0.3
H 5.525 4.469 -6.415 0.0 0.0 0.0
H 11.720 -0.631 0.344 0.0 0.0 0.0
C -5.989 6.433 2.886 0.0 0.0 0.0
H -5.036 -3.042 3.829 0.3 0.1 0.3
H 1.650 -3.395 -2.106 0.0 0.0 0.0
C -10.221 3.734 1.346 0.1 0.1 0.1
C 2.501 -0.679 -1.465 0.0 0.1 0.5
H 6.901 -1.298 -0.548 0.0 0.0 0.0
F -10.733 3.732 3.643 0.0 0.0 0.1
C 5.354 3.658 -4.422 0.0 0.1 0.1
C 0.234 -3.710 5.118 0.2 -0.1 0.0
C -4.445 -2.120 3.924 0.1 0.2 -1.0
H -3.710 -2.181 4.733 -0.3 -0.1 0.0
F -0.862 -3.209 8.532 0.0 0.0 0.1
C -11.716 2.637 -0.187 0.0 0.0 0.0
F 3.029 -5.499 1.616 0.0 0.0 0.1
C 1.583 -0.818 -0.442 -0.3 -0.1 -0.2
F 7.480 0.696 1.001 0.0 0.0 0.0
C 1.147 -4.744 5.296 0.0 0.0 0.1
H 0.050 -3.301 4.127 0.1 -0.2 0.4
C 4.183 0.012 0.080 -0.2 -0.1 0.1
H 3.578 0.085 2.139 0.0 0.0 0.0
C -11.056 3.372 2.386 -0.1 -0.1 -0.4
H 2.763 -3.407 0.118 0.0 0.0 0.0
C 9.731 0.078 0.708 0.0 0.2 0.1
H 3.352 -1.398 -8.687 0.0 0.0 0.0
C 0.705 -4.738 7.662 0.0 -0.1 0.2
C -10.553 3.358 0.052 -0.2 -0.1 0.1
C -4.235 0.299 0.435 -0.1 1.3 0.5
C 5.500 0.091 -6.537 0.2 0.1 0.1
P -4.443 -3.261 0.597 1.4 -2.0 0.1
C -5.685 0.845 0.435 0.5 0.2 0.0
```
Positions in Å, forces in eV/Å.

Properties
HOMO level (eV): -5.3
Charge: -1
Gap between HOMO and LUMO (eV): 7.275
Total energy (hartree): -6080.7723

Atom charges from the Mulliken analysis, given in e for atoms 1 to 6: 0.436, -0.486, -0.580, -0.348, -0.482, -0.771

***

Entry 2:
# C51H52F8O3

11 unconnected molecules or ions with the total composition C51H52F8O3 at a distorted geometry (ωB97M-V with the def2-TZVPD basis set, OMol25).

```
114
Properties=species:S:1:pos:R:3:forces:R:3
C 3.115 3.434 -1.771 0.7 1.0 0.6
C 1.750 -0.270 4.484 -0.4 -0.7 0.0
H 4.985 0.174 -0.755 -1.3 0.2 0.4
C 0.706 -4.149 -1.635 -1.6 -0.3 -1.3
H -0.237 -1.686 2.016 0.0 -0.1 1.1
H -5.287 0.303 -0.949 -0.4 0.3 -0.6
C -3.755 3.643 0.284 -0.9 0.4 1.5
H 4.013 6.700 -1.336 0.0 0.4 0.5
C -1.299 -3.276 2.299 -0.7 0.5 0.7
C 2.922 -0.459 -5.269 1.7 0.7 0.7
H -0.425 0.801 3.156 -0.1 1.9 0.6
H -1.037 5.500 4.610 -0.6 0.6 0.0
C 0.870 -4.637 -2.927 1.9 -0.8 -0.5
C 2.858 0.508 4.735 1.5 0.7 -0.1
C -1.011 4.512 4.209 2.3 0.6 -0.1
H 0.406 1.149 1.100 0.3 1.2 0.4
H 0.717 0.658 -0.601 -0.4 0.0 0.5
C 4.882 5.350 -2.753 0.1 -0.8 0.4
C 4.020 5.697 -1.694 0.1 -1.4 -1.4
C -0.574 1.897 3.475 -0.6 -1.5 -0.4
H 0.137 -0.880 -3.417 1.2 0.0 -0.1
H -7.425 -1.042 -0.166 1.3 0.3 0.4
H 3.590 0.821 3.976 -0.5 -0.3 0.2
C 1.224 -0.855 -3.682 -0.8 -0.2 1.1
H 2.576 4.845 -0.270 0.4 0.2 -1.2
C 3.175 -5.038 -2.475 0.2 0.4 -1.9
H 0.431 -0.219 7.619 -0.4 -0.7 0.1
C 1.117 -0.146 6.798 0.3 1.0 -0.3
H -5.235 2.536 -2.514 -0.2 0.3 -0.6
H -2.988 4.026 4.582 -0.2 -0.3 -0.1
C -6.423 -1.033 0.344 -0.1 -0.1 0.0
H 1.554 -0.649 3.492 0.0 0.1 -0.1
O -0.632 -2.111 2.829 0.0 -0.5 -1.7
C 0.461 2.824 3.387 -0.6 -1.0 0.1
F 2.258 2.537 -1.178 0.5 0.7 -0.9
C 2.115 -5.107 -3.385 -0.9 0.8 1.3
F 4.416 -5.337 -2.950 -0.3 -0.2 0.4
C -2.040 3.645 4.219 -2.1 -0.6 0.9
C -6.296 -1.845 1.482 0.3 -0.6 0.0
C -4.444 2.893 -1.884 0.3 -0.4 0.1
H 4.277 1.259 0.468 -0.3 -0.2 -0.2
H -3.066 -1.152 2.368 -0.2 0.1 -0.2
H 1.656 -3.803 0.257 -0.1 0.1 -0.3
C -2.532 -1.888 -3.752 1.0 1.2 0.7
H -1.112 2.531 -1.465 0.1 -0.2 0.0
C -3.334 -4.106 -3.484 0.9 0.4 -2.1
C 1.586 -0.411 -4.957 0.1 -0.6 0.5
H -3.073 -2.682 -0.464 0.1 0.3 0.5
O 0.729 -0.814 0.875 1.6 -0.9 0.1
C 3.047 -4.514 -1.230 -1.3 -0.2 1.2
C 2.217 0.674 7.059 0.5 -0.9 0.2
C -5.085 -1.989 2.133 1.1 2.6 -0.4
H -2.568 1.529 3.950 -1.1 -0.3 0.2
F 1.677 2.419 2.941 -0.3 0.3 0.0
H -1.938 -3.636 3.105 0.1 -0.3 0.1
C -1.855 2.308 3.932 2.6 -0.1 -1.3
H 4.299 -1.642 -2.357 0.2 0.0 0.4
F 5.182 -0.874 -4.688 -0.5 0.1 0.4
H 1.727 -0.773 0.959 -1.3 -0.1 -0.2
H -1.708 3.579 0.786 0.1 -0.6 -0.3
C 1.744 -4.115 -0.784 2.8 -0.3 1.1
F -2.829 2.043 -3.400 0.1 0.3 0.4
H 5.581 6.066 -3.117 0.4 0.5 -0.2
C -2.521 -1.799 -2.363 -0.1 1.2 1.1
H -4.058 4.043 1.274 0.4 -0.2 -0.7
C 0.254 4.111 3.804 1.4 0.7 0.1
H 3.227 0.689 -0.853 0.1 -0.4 0.1
H 0.085 -4.712 -3.635 -1.0 0.2 -0.3
H -3.561 -5.026 -3.956 -0.4 -0.8 -0.2
C 3.177 4.711 -1.209 -1.1 -0.1 1.6
C -3.002 -2.792 -1.521 0.6 -0.1 -0.9
C 3.095 0.929 6.027 -0.2 0.6 0.8
C 3.877 -0.854 -4.284 -0.5 0.3 -1.6
H -0.658 -4.092 1.947 0.2 0.3 0.1
C -2.451 3.271 0.047 0.0 0.5 -0.8
H 4.000 2.059 -3.104 0.2 0.1 -0.1
C 4.962 4.039 -3.232 -1.9 -0.3 1.5
C -3.990 -1.095 1.787 -0.9 -2.2 1.1
C -4.757 3.434 -0.642 0.4 -0.6 -0.5
H -0.292 -3.839 -1.378 -0.2 0.2 0.4
C 4.020 3.087 -2.754 0.1 -0.3 -0.2
H -0.831 0.301 0.245 -0.1 -0.1 -0.2
H 5.728 3.661 -3.869 0.4 0.2 -0.6
F -2.029 -0.607 -1.787 -0.7 -1.5 -0.8
F 4.177 1.691 6.381 -0.2 -0.4 -0.8
C 2.180 -1.267 -2.710 -1.2 0.1 -0.4
H -3.754 -4.857 -1.602 0.3 0.4 0.3
H -2.761 -3.195 -5.398 -0.4 -0.1 0.2
C -3.344 -3.998 -2.135 -1.0 0.0 0.9
H -5.789 3.575 -0.371 -0.2 0.2 0.0
H 1.810 -1.668 -1.739 0.4 0.5 -0.9
C 4.023 0.394 -0.176 2.1 0.7 -0.3
F -5.012 -2.803 3.216 0.2 0.3 -0.6
H 2.208 -5.441 -4.400 0.3 -0.2 -0.1
C -2.143 2.728 -1.211 0.6 0.6 -0.3
H -3.342 0.283 0.263 0.8 0.5 0.2
C 0.871 -0.622 5.501 0.1 0.5 0.9
H -7.093 -2.458 1.875 -0.4 0.0 -0.2
C 3.547 -1.255 -3.012 -0.9 -0.1 -0.7
C -2.898 -3.066 -4.326 -0.2 -0.8 0.2
H -2.011 -3.012 1.503 0.4 0.0 -0.1
H 0.884 -0.091 -5.736 0.1 -0.1 0.6
H 3.277 0.008 -6.187 0.1 -0.5 0.1
H 1.136 4.776 3.903 -0.7 -0.3 -0.3
O 3.663 -0.725 0.610 -0.6 -0.2 0.0
C -3.118 2.597 -2.198 -0.5 -0.3 1.2
C 0.241 0.401 0.369 0.1 -0.1 -1.0
C -5.300 -0.295 -0.068 -1.1 -0.7 0.5
H 2.543 0.970 8.069 -0.6 0.0 -0.5
H -0.008 -1.220 5.307 0.1 0.0 -0.2
C -4.127 -0.302 0.673 -0.7 -0.5 -0.1
H 4.303 -0.798 1.318 0.1 -0.1 0.2
H 3.894 -4.561 -0.562 0.0 0.3 0.1
H -2.145 -1.040 -4.313 -0.1 -0.2 0.0
```
Positions in Å, forces in eV/Å.

Properties
HOMO level (eV): -9.0
Gap between HOMO and LUMO (eV): 9.493
SMILES string: Fc1ccccc1.Fc1ccccc1.Fc1ccccc1.Fc1ccccc1.Fc1ccccc1.Fc1ccccc1.Fc1ccccc1.Fc1ccccc1.CO.CO.CO
Total energy (hartree): -2999.1126

Atom charges from the Mulliken analysis, given in e for atoms 1 to 6: 0.009, 0.131, 0.324, -0.236, 0.060, 0.608

***

Which value of gap between HOMO and LUMO does entry 2 give? 9.493 eV

***

HOMO level of number 1 (C51H50AlBrF8O2P)? -5.3 eV

***

Number 2 is which compound? C51H52F8O3